w) Here is a 2-piece molecular cluster, C5H7N overall from the OMol25 dataset. Energies are from ωB97M-V with the def2-TZVPD basis set.

Element x y z (Å)
1 N -2.62700 1.25455 0.25716
2 C -1.84729 0.39819 0.25752
3 C -0.99608 -0.80465 0.28983
4 C 0.45987 -0.57297 0.61655
5 C 0.25058 1.79704 -0.63532
6 C 1.46645 -1.15396 -0.03510
7 H -1.08850 -1.31345 -0.67604
8 H -1.43594 -1.47027 1.04419
9 H 0.66039 0.04269 1.49027
10 H 0.77937 2.66451 -0.18350
11 H 0.40900 1.94215 -1.72615
12 H 1.30054 -1.77804 -0.91136
13 H 2.49750 -1.01839 0.28035

Its net charge is 0. The HOMO energy (spin up / spin down) comes out at -9.085 / -8.931 eV. The value obtained for the frontier orbital gap (spin up / spin down) is 0.3059 / 0.3022 hartree.



x) Here is a single C5H7N molecule from the OMol25 dataset. Energies are from ωB97M-V with the def2-TZVPD basis set.

Element x y z (Å)
1 C -1.40356 -0.10360 1.11526
2 N -0.27699 0.45392 0.41455
3 C -0.31525 1.20142 -0.80276
4 C 0.28547 -0.18039 -0.75014
5 C 1.66730 -0.58100 -0.53928
6 C 2.71325 -1.04530 -0.15943
7 H -1.03019 -0.97196 1.66870
8 H -2.25033 -0.42267 0.48519
9 H -1.75390 0.63342 1.84355
10 H -1.26516 1.28226 -1.34450
11 H 0.30164 2.09638 -0.83989
12 H -0.30173 -0.91711 -1.30644
13 H 3.62944 -1.44534 0.21520

Its net charge is 0. The HOMO energy comes out at -9.268 eV. The value obtained for the frontier orbital gap is 0.3808 hartree.



y) Here is a single C5H7N molecule from the OMol25 dataset. Energies are from ωB97M-V with the def2-TZVPD basis set.

Element x y z (Å)
1 C -0.89519 -1.48571 0.83682
2 C -0.21428 -0.30251 0.27063
3 C 0.72508 0.52955 0.82116
4 C 1.09734 1.47296 -0.17726
5 C 0.39626 1.16749 -1.31292
6 N -0.37929 0.06644 -1.04342
7 H -1.98125 -1.56144 0.67025
8 H -0.33019 -2.26222 0.25073
9 H -0.68241 -1.64694 1.89786
10 H 1.10302 0.45906 1.83384
11 H 1.80315 2.28342 -0.06803
12 H 0.39000 1.62887 -2.28989
13 H -1.03224 -0.34898 -1.68977

Its net charge is 0. The HOMO energy comes out at -7.894 eV. The value obtained for the frontier orbital gap is 0.3287 hartree.



Energy comparison, zero being the most stable, in eV: w) 5.676; x) 3.248; y) 0.000.



w) Here is a 2-piece molecular cluster, C5H7N overall from the OMol25 dataset. Energies are from ωB97M-V with the def2-TZVPD basis set.

Element x y z (Å)
1 N -2.34897 -1.70585 0.13051
2 C -1.22569 -1.42922 0.20082
3 C 0.22979 -1.23411 0.34524
4 C 0.64522 0.18980 0.63035
5 C -1.37329 0.95346 -0.72939
6 C 1.67261 0.80277 0.03886
7 H 0.72259 -1.60052 -0.56258
8 H 0.55834 -1.87976 1.16994
9 H 0.11848 0.67552 1.44803
10 H -1.93217 1.83256 -0.34457
11 H -1.35252 1.10441 -1.82930
12 H 2.22737 0.33824 -0.77401
13 H 1.99016 1.79549 0.34603

Its net charge is 0. The HOMO energy (spin up / spin down) comes out at -8.879 / -8.708 eV. The value obtained for the frontier orbital gap (spin up / spin down) is 0.3002 / 0.2975 hartree.



x) Here is C5H7N as an isolated structure from the OMol25 dataset. Energies are from ωB97M-V with the def2-TZVPD basis set.

Element x y z (Å)
1 N 2.58862 -0.57983 1.44702
2 C 1.98613 -0.24021 0.52166
3 C 1.13112 0.20229 -0.57533
4 C -0.23786 0.47578 0.03615
5 C -0.86414 -0.59452 0.93756
6 C -1.42589 0.21004 -0.77268
7 H 1.06074 -0.58729 -1.33383
8 H 1.58393 1.07339 -1.06515
9 H -0.30304 1.45790 0.50756
10 H -1.21484 -0.35711 1.97438
11 H -0.79247 -1.69897 0.93338
12 H -1.28472 -0.31486 -1.73914
13 H -2.22757 0.95339 -0.87158

Its net charge is 0. The HOMO energy comes out at -9.149 eV. The value obtained for the frontier orbital gap is 0.3669 hartree.



y) Here is a single C5H7N molecule from the OMol25 dataset. Energies are from ωB97M-V with the def2-TZVPD basis set.

Element x y z (Å)
1 C -0.59411 1.25212 -0.56852
2 C -0.77583 -0.22242 -0.73744
3 C 0.60792 0.38874 -0.82762
4 C 1.02239 -0.41320 0.43938
5 N 0.14729 -0.00595 1.54285
6 C -0.32861 -0.97681 0.54008
7 H -0.91567 1.84764 -1.41363
8 H -0.75091 1.70294 0.40451
9 H -1.36484 -0.68368 -1.52556
10 H 1.23462 0.51262 -1.70442
11 H 1.96194 -0.92198 0.61950
12 H 0.39829 -0.51024 2.39103
13 H -0.64248 -1.96978 0.83984

Its net charge is 0. The HOMO energy comes out at -8.385 eV. The value obtained for the frontier orbital gap is 0.3517 hartree.



z) Here is a single C5H7N molecule from the OMol25 dataset. Energies are from ωB97M-V with the def2-TZVPD basis set.

Element x y z (Å)
1 C 1.11648 0.35336 -1.94444
2 C -0.59252 -0.45223 1.50589
3 C -0.73082 0.84794 0.84399
4 C 0.91097 -0.49507 -0.83760
5 C -0.62744 -0.41796 0.05815
6 N 0.84010 -0.82593 -2.24854
7 H 1.51933 1.24924 -2.28389
8 H 0.25570 -0.49702 2.31519
9 H -1.60623 -0.73322 2.00430
10 H -1.64995 1.42232 0.82206
11 H 0.21762 1.29307 0.57784
12 H 1.74830 -0.80178 -0.24479
13 H -1.40155 -0.94272 -0.56817

Its net charge is 0. The HOMO energy comes out at -9.637 eV. The value obtained for the frontier orbital gap is 0.3960 hartree.



Energy comparison, zero being the most stable, in eV: w) 2.900; x) 0.000; y) 0.516; z) 1.631.



w) Here is a single C5H7N molecule from the OMol25 dataset. Energies are from ωB97M-V with the def2-TZVPD basis set.

Element x y z (Å)
1 C 0.70508 -0.01670 0.87845
2 C 0.29368 0.91781 -0.21339
3 C 0.20043 -0.95787 -0.01086
4 C -1.49623 -0.62971 -0.16457
5 C -1.20765 0.64284 -0.03530
6 H 0.52379 0.42184 2.07230
7 H 1.89664 -0.16897 0.73220
8 H 0.45788 1.98920 -0.30286
9 H 1.77083 -0.24934 -1.34346
10 H 0.56704 -2.10010 0.01128
11 H -2.48422 -1.17094 0.06502
12 H -1.87551 1.46384 -0.49951
13 N 0.64826 -0.14190 -1.18931

Its net charge is 0. The HOMO energy comes out at -9.116 eV. The value obtained for the frontier orbital gap is 0.3725 hartree.



x) Here is a 2-piece molecular cluster, C5H7N overall from the OMol25 dataset. Energies are from ωB97M-V with the def2-TZVPD basis set.

Element x y z (Å)
1 C 0.67811 1.25054 0.84852
2 C 1.97230 -0.78971 -0.16656
3 C 0.74790 -0.63970 -1.05435
4 C 0.20912 0.43981 -0.29288
5 C -2.10471 0.51134 0.45410
6 N 1.69090 0.41198 0.74623
7 H 1.85337 -1.76125 0.46201
8 H 2.98524 -0.44934 -0.52954
9 H 0.55837 -0.88438 -2.08731
10 H -1.51965 1.42043 0.57416
11 H -1.89246 0.06167 -0.55290
12 H -3.23002 0.71201 0.35038
13 H -1.94847 -0.28340 1.24814

Its net charge is 0. The HOMO energy (spin up / spin down) comes out at -8.663 / -8.663 eV. The value obtained for the frontier orbital gap (spin up / spin down) is 0.3199 / 0.3200 hartree.



y) Here is a 2-piece molecular cluster, C5H7N overall from the OMol25 dataset. Energies are from ωB97M-V with the def2-TZVPD basis set.

Element x y z (Å)
1 C -0.57249 0.83089 -1.87323
2 C 0.39439 0.45839 0.02347
3 C -0.67313 0.00609 -0.56819
4 C -0.15989 -2.17981 2.16656
5 C 0.69756 -1.34192 2.26389
6 N 1.50258 0.93903 0.22093
7 H -0.59795 1.91856 -1.67306
8 H 0.35197 0.63982 -2.43401
9 H -1.43011 0.56371 -2.46838
10 H -1.61577 -0.26650 -0.10820
11 H -0.91255 -2.93182 2.07891
12 H 1.44729 -0.57970 2.28143
13 H 1.56812 1.94324 0.08986

Its net charge is 0. The HOMO energy comes out at -8.572 eV. The value obtained for the frontier orbital gap is 0.3538 hartree.



Energy comparison, zero being the most stable, in eV: w) 1.370; x) 3.281; y) 0.000.



w) Here is C5H7N as an isolated structure from the OMol25 dataset. Energies are from ωB97M-V with the def2-TZVPD basis set.

Element x y z (Å)
1 C 0.48136 0.56268 2.44807
2 C 0.53680 0.46137 1.24075
3 C 0.67019 0.51609 -0.21465
4 C 0.52747 -0.95910 -0.80049
5 C -0.95059 -0.50331 -0.84933
6 H 0.29512 0.72838 3.55953
7 H 1.47317 1.17568 -0.53739
8 H 0.87904 -0.97738 -1.92131
9 H 0.74210 -1.83949 -0.28861
10 H -1.37406 -0.84369 0.14422
11 H -1.74623 -0.72435 -1.57886
12 H -1.02061 1.50143 -0.29091
13 N -0.51374 0.90168 -0.91102

Its net charge is 0. The HOMO energy comes out at -9.503 eV. The value obtained for the frontier orbital gap is 0.3911 hartree.



x) Here is a single C5H7N molecule from the OMol25 dataset. Energies are from ωB97M-V with the def2-TZVPD basis set.

Element x y z (Å)
1 C 1.23428 -0.10176 0.33773
2 C 0.64163 1.26412 0.06740
3 C 0.11180 -1.07655 -0.05440
4 C -1.05044 -0.23662 -0.56947
5 N -1.16249 -1.09493 0.55685
6 C -0.59037 1.19370 -0.43918
7 H 2.12403 -0.27239 -0.28876
8 H 1.56011 -0.20952 1.37918
9 H 1.17335 2.18559 0.29795
10 H 0.40222 -2.00240 -0.55240
11 H -1.63992 -0.52594 -1.44032
12 H -1.62258 -1.17624 1.45414
13 H -1.18163 2.05294 -0.74871

Its net charge is 0. The HOMO energy comes out at -8.607 eV. The value obtained for the frontier orbital gap is 0.3642 hartree.



y) Here is a single C5H7N molecule from the OMol25 dataset. Energies are from ωB97M-V with the def2-TZVPD basis set.

Element x y z (Å)
1 C 1.91282 0.01388 -0.06421
2 C 0.44060 0.04302 0.17102
3 C -0.39307 1.13321 0.16408
4 C -1.72538 0.65677 0.02868
5 C -1.66514 -0.71195 -0.03003
6 N -0.34319 -1.07472 0.05072
7 H 2.36882 -0.97244 0.06536
8 H 2.01563 0.30954 -1.10808
9 H 2.46075 0.73500 0.54757
10 H -0.05953 2.16352 0.19142
11 H -2.61901 1.26002 -0.05042
12 H -2.44246 -1.45626 -0.12904
13 H -0.00218 -2.02235 0.07620

Its net charge is 0. The HOMO energy comes out at -7.915 eV. The value obtained for the frontier orbital gap is 0.3299 hartree.



z) Here is a single C5H7N molecule from the OMol25 dataset. Energies are from ωB97M-V with the def2-TZVPD basis set.

Element x y z (Å)
1 C -1.02265 0.33619 -1.26490
2 C 0.77999 -1.06940 -0.60681
3 C -0.57071 -0.57704 -0.09851
4 C -0.29434 0.20632 1.16401
5 C 1.02775 0.30195 1.27939
6 N 1.61842 -0.43902 0.20823
7 H -0.18972 0.97813 -1.57413
8 H -1.29988 -0.27589 -2.12667
9 H -1.86411 0.97446 -0.98241
10 H -1.30373 -1.38106 0.03541
11 H -1.02934 0.61935 1.84505
12 H 1.64990 0.80894 2.00760
13 H 2.61829 -0.45862 0.06272

Its net charge is 0. The HOMO energy comes out at -8.377 eV. The value obtained for the frontier orbital gap is 0.3456 hartree.



Energy comparison, zero being the most stable, in eV: w) 3.525; x) 2.117; y) 0.000; z) 2.232.